#one
Molecular formula: H80O40
Method: DFT, ωB97M-V/def2-TZVPD

Molar mass in Da: 720.600
HOMO-LUMO gap in eV: 9.58
HOMO level in hartree: -0.38702
Charge: 0

Element x y z (Å)
1 H 3.541 4.620 2.196
2 H 4.076 3.925 1.003
3 O 3.663 3.632 1.856
4 H 0.755 2.893 -4.060
5 H 1.004 3.306 -5.385
6 O 0.971 2.458 -4.964
7 H -2.097 -1.268 1.516
8 H -3.476 -0.998 2.021
9 O -2.902 -0.788 1.280
10 H 2.843 0.074 -4.973
11 H 2.648 1.474 -4.653
12 O 3.321 0.907 -4.972
13 H -4.884 -1.126 -3.774
14 H -4.163 0.112 -4.380
15 O -4.328 -0.847 -4.557
16 H 1.237 -0.591 4.490
17 O 0.716 -1.106 5.169
18 H 2.930 -2.257 3.892
19 O 3.015 -2.111 4.875
20 H 5.581 1.762 -2.100
21 H 4.320 2.456 -1.415
22 O 4.697 1.630 -1.741
23 H 0.067 -3.003 -3.985
24 H 1.271 -3.885 -4.299
25 O 0.486 -3.916 -3.789
26 H 1.782 -0.530 -1.637
27 H 2.657 0.804 -1.698
28 O 1.796 0.402 -1.530
29 H -3.436 4.150 -1.954
30 H -2.413 4.125 -0.686
31 O -3.023 4.535 -1.203
32 H 0.719 2.695 -1.990
33 O 0.439 3.584 -2.245
34 H -0.801 -2.672 1.167
35 H -0.547 -1.981 2.534
36 O -0.305 -1.981 1.576
37 H 1.174 5.026 -1.292
38 H 1.861 4.972 -0.144
39 O 1.706 5.724 -0.822
40 H 0.527 3.567 2.304
41 H -0.686 2.648 2.531
42 O 0.209 2.682 2.268
43 H 2.389 2.532 3.529
44 H 2.641 1.256 3.512
45 O 2.041 1.807 4.055
46 H -4.686 1.538 -2.185
47 H -4.063 1.982 -0.906
48 O -4.044 2.268 -1.846
49 H 6.127 1.529 1.482
50 H 4.838 2.365 1.692
51 O 5.580 2.287 1.195
52 H -2.721 0.248 -6.217
53 O -1.746 0.379 -6.031
54 H 0.356 -4.444 4.745
55 H 1.357 -5.325 4.123
56 O 1.288 -4.699 4.891
57 H 1.933 -1.748 -4.517
58 O 2.653 -2.028 -3.848
59 H -2.899 1.803 -3.022
60 H -3.541 2.690 -4.100
61 O -2.755 2.141 -3.859
62 H 1.579 -3.224 -0.462
63 H 2.010 -2.300 0.747
64 O 2.217 -3.138 0.327
65 H -0.629 -3.560 -1.724
66 H -0.650 -2.097 -0.994
67 O -1.025 -2.993 -1.013
68 H -1.923 -4.118 3.110
69 H -2.010 -2.899 4.130
70 O -1.797 -3.196 3.274
71 H 1.546 1.226 1.615
72 H 2.707 1.282 0.726
73 O 2.044 0.662 0.942
74 H -3.086 1.462 1.552
75 H -4.064 2.586 1.729
76 O -3.764 1.960 1.081
77 H 1.965 -4.856 1.421
78 H 0.490 -5.184 2.150
79 O 1.484 -5.198 2.172
80 H -2.270 2.481 4.919
81 H -3.490 2.059 4.467
82 O -2.796 2.643 4.080
83 H 2.989 -0.293 1.794
84 H 4.294 -1.046 2.114
85 O 3.440 -0.847 2.460
86 H -3.077 -2.986 -4.188
87 H -2.233 -3.473 -3.411
88 O -3.072 -3.876 -3.679
89 H -2.853 -1.698 -2.207
90 O -3.697 -1.215 -2.017
91 H -5.413 -3.102 -0.101
92 H -5.245 -2.963 -1.568
93 O -5.877 -3.250 -0.958
94 H -1.574 0.799 -5.133
95 H 1.382 -1.401 5.853
96 H 2.494 -1.570 -3.013
97 H 3.360 -2.948 5.159
98 H -0.509 3.573 -2.013
99 H -3.526 -1.239 -1.100
100 O -3.332 -5.429 1.176
101 H -2.969 -5.357 0.298
102 H -4.063 -4.844 0.925
103 O -1.378 0.270 -1.189
104 H -0.872 0.581 -0.497
105 H -2.293 0.179 -0.913
106 O -1.949 1.660 6.338
107 H -1.169 2.264 6.436
108 H -1.289 0.965 6.006
109 O 0.938 5.450 1.832
110 H 0.262 6.092 1.590
111 H 1.039 5.541 2.784
112 O -0.284 -1.161 -4.636
113 H -0.223 -0.835 -3.777
114 H -0.628 -0.758 -5.486
115 O 5.090 -3.000 -2.092
116 H 5.134 -2.942 -1.173
117 H 4.220 -2.513 -2.198
118 O 0.555 3.363 5.687
119 H 1.088 3.736 4.936
120 H 0.625 2.415 5.569

=====

#two
Molecular formula: H80O40
Method: DFT, ωB97M-V/def2-TZVPD

Molar mass in Da: 720.600
HOMO-LUMO gap in eV: 10.00
HOMO level in hartree: -0.38045
Charge: 0

Element x y z (Å)
1 H -0.100 -4.087 5.251
2 H -0.741 -3.692 3.855
3 O -0.274 -3.406 4.632
4 H 2.502 1.484 -0.820
5 H 3.315 0.835 0.484
6 O 2.611 1.331 0.123
7 H -3.212 0.932 -0.089
8 H -2.022 1.518 -0.933
9 O -2.665 0.836 -0.894
10 H 0.307 -0.002 4.984
11 H -0.445 -1.397 5.261
12 O 0.194 -0.658 5.637
13 H 1.191 3.838 -3.349
14 H 0.087 4.257 -2.525
15 O 0.139 3.760 -3.259
16 H 0.151 -5.269 -3.283
17 O 0.300 -4.775 -2.539
18 H 0.408 -2.208 1.305
19 O 0.415 -2.748 2.150
20 H -1.548 -0.665 0.298
21 H -1.504 -2.201 0.147
22 O -1.123 -1.360 0.629
23 H -3.951 2.957 1.035
24 H -3.815 3.718 -0.132
25 O -4.404 3.219 0.236
26 H -4.419 -1.509 -0.255
27 H -4.988 -2.632 -0.653
28 O -4.114 -2.452 -0.474
29 H -1.963 4.649 -0.790
30 H -2.739 4.042 -1.947
31 O -2.020 3.762 -1.346
32 H -6.208 1.163 0.602
33 O -5.981 0.621 -0.006
34 H 2.870 -1.317 -3.781
35 H 3.138 -2.943 -3.857
36 O 3.046 -2.221 -3.235
37 H 2.892 0.082 5.913
38 H 3.091 0.257 4.299
39 O 2.979 0.718 5.211
40 H -1.904 4.458 4.624
41 H -0.872 4.838 3.445
42 O -1.854 4.527 3.598
43 H 2.426 6.472 0.228
44 H 2.721 5.007 0.857
45 O 3.123 5.791 0.461
46 H -1.211 6.123 -1.963
47 H -0.385 5.688 -0.755
48 O -0.938 6.324 -1.110
49 H 2.528 -4.018 1.880
50 H 3.040 -3.707 0.611
51 O 3.420 -4.094 1.420
52 H 5.108 -0.777 0.264
53 O 4.618 -0.340 -0.428
54 H 3.431 -0.951 1.844
55 H 3.576 -2.095 2.712
56 O 3.653 -1.233 2.760
57 H 0.423 3.443 5.835
58 O -0.089 3.372 5.062
59 H 2.557 -1.976 -0.812
60 H 1.324 -2.672 -0.650
61 O 2.071 -2.338 -0.081
62 H -1.836 -0.158 -2.643
63 H -2.015 -1.214 -3.603
64 O -1.900 -1.234 -2.739
65 H 1.095 1.322 0.662
66 H -0.107 0.268 0.879
67 O 0.106 1.115 0.924
68 H -2.917 1.826 -2.770
69 H -3.319 1.650 -4.258
70 O -3.437 2.231 -3.473
71 H 3.778 4.402 -2.740
72 H 2.946 4.858 -1.563
73 O 2.995 4.183 -2.298
74 H 1.057 3.075 2.879
75 H 2.083 2.918 1.810
76 O 1.536 3.612 2.211
77 H -2.986 -3.701 3.618
78 H -2.669 -4.556 2.472
79 O -2.362 -4.360 3.334
80 H 6.485 -1.454 1.850
81 H 5.420 -2.378 1.424
82 O 5.916 -1.690 1.132
83 H -3.638 1.427 2.543
84 H -4.103 0.402 1.586
85 O -4.357 0.929 2.365
86 H -1.098 -3.066 -1.857
87 H -2.211 -3.535 -1.130
88 O -1.324 -3.259 -0.884
89 H -1.794 3.330 2.157
90 O -2.033 2.920 1.230
91 H -2.283 -1.283 3.843
92 H -1.540 -0.895 2.696
93 O -2.136 -0.516 3.368
94 H 4.577 -0.967 -1.143
95 H 0.869 -5.232 -1.859
96 H 0.307 2.786 4.536
97 H 0.047 -2.467 2.925
98 H -5.615 1.145 -0.782
99 H -1.291 2.223 1.102
100 O -0.371 -6.294 -0.265
101 H -1.403 -6.198 -0.367
102 H -0.160 -5.319 -0.377
103 O -0.337 1.187 -2.701
104 H 0.229 1.726 -2.144
105 H -0.989 1.969 -3.013
106 O 2.133 -6.062 -1.088
107 H 1.673 -6.820 -0.919
108 H 2.861 -5.933 -0.338
109 O -4.359 -0.705 -4.608
110 H -4.305 -0.500 -3.745
111 H -3.859 -1.534 -4.830
112 O -0.217 -1.976 -6.086
113 H 0.478 -1.989 -6.580
114 H -0.167 -2.781 -5.412
115 O 4.492 1.888 -3.230
116 H 4.346 1.729 -4.188
117 H 5.291 1.267 -3.110
118 O 1.847 0.457 -4.295
119 H 1.459 0.239 -3.508
120 H 0.943 0.713 -4.690

=====

Which one is the least stable? From the structures above, #two.